Record 1
DFT (wB97M-V/def2-TZVPD) results for C4H12IN2 as an isolated structure at a distorted geometry.

Each line ends with the Löwdin charge.
CARTESIAN COORDINATES (ANGSTROEM)
C  2.197  -1.891  -1.716  -0.38
C  0.419  1.060  0.749  0.02
C  -1.133  1.950  2.230  -0.02
C  -1.849  0.575  0.496  0.18
N  0.797  -1.660  -1.492  -0.67
N  -0.948  1.134  1.142  -0.25
I  -0.289  -2.195  -3.029  1.17
H  2.667  -1.205  -1.066  0.05
H  2.612  -2.818  -1.322  0.08
H  2.590  -1.634  -2.612  0.02
H  0.582  0.028  0.387  0.09
H  0.646  1.848  0.001  0.14
H  0.889  1.115  1.761  0.12
H  -0.274  1.839  2.830  0.09
H  -1.359  2.986  1.964  0.14
H  -2.056  1.743  2.799  0.13
H  -1.771  0.034  -0.518  0.15
H  -2.899  0.845  0.730  0.14
H  -0.822  -3.751  -3.335  -0.20

Forces on the atoms, in the same order (eV/Å):
-0.529 -1.009 2.863
1.759 -1.447 0.551
-3.029 2.231 2.817
-3.499 -0.532 -3.096
-0.414 -0.091 0.448
0.296 -0.861 -2.075
-0.737 0.304 -1.065
0.508 1.238 1.113
-0.249 -0.564 -0.433
0.996 0.381 -3.294
0.233 0.661 -0.441
0.176 -0.501 0.760
0.838 0.300 -1.612
0.539 0.454 1.116
0.845 0.108 -0.366
0.492 -0.589 -0.162
0.794 0.579 2.000
0.664 -0.573 0.391
0.319 -0.091 0.484

Computed properties:
**HOMO**: -11.40 eV
**Net charge**: +1
**E**: -15410.9791 eV

---

Record 2
DFT (wB97M-V/def2-TZVPD) results for a 6-piece molecular cluster, C36H84 overall at a distorted geometry.

Each line ends with the Löwdin charge.
CARTESIAN COORDINATES (ANGSTROEM)
C  0.764  5.983  3.988  -0.11
C  1.814  4.874  4.037  -0.27
C  3.251  5.324  3.889  -0.25
C  3.580  6.042  2.580  -0.24
C  5.022  6.534  2.568  -0.28
C  5.496  7.160  1.233  -0.10
H  0.689  6.317  2.954  0.05
H  0.915  6.775  4.719  0.08
H  -0.196  5.521  4.236  0.06
H  1.684  4.295  4.947  0.10
H  1.546  4.191  3.216  0.11
H  3.991  4.509  3.916  0.11
H  3.577  5.936  4.744  0.12
H  3.389  5.286  1.808  0.12
H  2.938  6.918  2.440  0.11
H  5.113  7.354  3.301  0.11
H  5.687  5.776  3.004  0.10
H  5.816  6.357  0.563  0.07
H  4.616  7.633  0.795  0.07
H  6.320  7.848  1.369  0.06
C  -0.355  -3.398  -3.603  -0.13
C  -0.628  -4.902  -3.749  -0.28
C  -1.792  -5.242  -4.692  -0.24
C  -2.024  -6.733  -4.812  -0.24
C  -3.087  -7.044  -5.870  -0.28
C  -3.609  -8.474  -5.791  -0.13
H  -1.193  -2.991  -3.029  0.07
H  -0.340  -2.845  -4.545  0.06
H  0.586  -3.202  -3.089  0.07
H  0.272  -5.472  -4.008  0.10
H  -0.896  -5.282  -2.753  0.11
H  -1.613  -4.777  -5.670  0.12
H  -2.627  -4.654  -4.287  0.12
H  -1.101  -7.279  -5.012  0.12
H  -2.418  -7.138  -3.870  0.11
H  -3.892  -6.317  -5.800  0.11
H  -2.582  -6.994  -6.840  0.11
H  -4.359  -8.623  -6.572  0.07
H  -2.794  -9.186  -5.927  0.07
H  -4.112  -8.731  -4.853  0.07
C  -3.275  5.019  -5.092  -0.12
C  -3.258  3.545  -4.632  -0.26
C  -2.627  3.360  -3.239  -0.23
C  -2.191  1.938  -2.951  -0.23
C  -1.028  1.388  -3.815  -0.25
C  -0.864  -0.083  -3.521  -0.13
H  -3.843  5.081  -6.021  0.06
H  -2.253  5.350  -5.295  0.07
H  -3.716  5.668  -4.337  0.07
H  -4.323  3.295  -4.520  0.11
H  -2.778  2.938  -5.391  0.09
H  -3.207  3.820  -2.439  0.10
H  -1.702  3.967  -3.268  0.11
H  -1.745  1.995  -1.944  0.10
H  -3.010  1.219  -2.998  0.11
H  -1.348  1.518  -4.856  0.10
H  -0.090  1.919  -3.652  0.11
H  -1.791  -0.630  -3.709  0.08
H  -0.064  -0.586  -4.066  0.06
H  -0.619  -0.269  -2.469  0.06
C  2.744  -7.951  0.757  -0.11
C  3.440  -6.582  0.625  -0.26
C  3.771  -5.887  1.948  -0.24
C  2.548  -5.377  2.679  -0.25
C  2.838  -4.972  4.117  -0.27
C  1.661  -4.202  4.739  -0.11
H  3.407  -8.792  0.580  0.06
H  1.947  -8.030  -0.002  0.07
H  2.111  -8.094  1.640  0.06
H  4.335  -6.803  0.037  0.10
H  2.838  -5.897  0.018  0.10
H  4.429  -5.038  1.723  0.11
H  4.348  -6.555  2.599  0.12
H  2.090  -4.552  2.120  0.11
H  1.770  -6.151  2.741  0.11
H  3.006  -5.868  4.722  0.11
H  3.732  -4.341  4.140  0.11
H  1.492  -3.330  4.096  0.04
H  0.756  -4.808  4.724  0.08
H  1.906  -3.792  5.716  0.07
C  -1.315  6.286  0.283  -0.12
C  -2.155  6.097  1.504  -0.27
C  -3.082  4.901  1.413  -0.22
C  -2.549  3.509  1.762  -0.23
C  -3.451  2.458  1.087  -0.26
C  -3.429  0.978  1.478  -0.10
H  -1.842  6.026  -0.647  0.07
H  -0.459  5.608  0.282  0.07
H  -1.043  7.329  0.125  0.07
H  -1.514  6.149  2.382  0.08
H  -2.828  6.958  1.586  0.11
H  -3.421  4.870  0.373  0.10
H  -3.953  4.998  2.069  0.11
H  -1.509  3.345  1.414  0.11
H  -2.398  3.285  2.830  0.11
H  -4.469  2.836  1.252  0.11
H  -3.201  2.521  0.023  0.09
H  -2.471  0.741  1.943  0.04
H  -4.230  0.694  2.166  0.07
H  -3.621  0.322  0.629  0.07
C  0.473  -0.251  4.857  -0.10
C  -0.302  -0.231  3.503  -0.25
C  0.555  -0.787  2.404  -0.23
C  -0.027  -0.748  0.993  -0.24
C  0.849  -1.517  0.005  -0.29
C  2.216  -0.908  -0.186  -0.11
H  1.217  -1.052  4.872  0.05
H  -0.244  -0.397  5.667  0.07
H  1.047  0.645  5.060  0.06
H  -1.122  -0.934  3.669  0.11
H  -0.659  0.774  3.282  0.09
H  0.784  -1.846  2.553  0.10
H  1.504  -0.253  2.274  0.11
H  -1.002  -1.248  0.893  0.11
H  -0.192  0.232  0.530  0.11
H  0.937  -2.587  0.240  0.10
H  0.315  -1.573  -0.948  0.07
H  3.042  -1.361  0.362  0.07
H  2.463  -0.761  -1.238  0.07
H  2.197  0.118  0.213  0.07

Forces on the atoms, in the same order (eV/Å):
-0.200 -0.817 0.046
-0.224 -0.295 -0.242
1.055 0.334 0.208
-0.029 -0.047 0.310
0.463 0.980 0.519
-0.530 -1.460 0.413
-0.020 0.594 0.179
0.229 0.233 -0.244
-0.038 0.135 -0.062
0.120 -0.067 0.231
0.247 -0.031 0.117
-0.547 -0.355 0.139
-0.389 0.163 -0.113
0.046 0.415 -0.344
-0.144 -0.234 -0.223
-0.336 -0.213 0.037
0.066 -0.086 -0.580
-0.008 0.198 -0.164
0.268 0.324 -0.189
0.007 0.199 -0.021
-0.465 -0.367 -0.016
0.222 -0.160 0.153
0.930 0.938 0.405
-1.244 0.018 0.255
0.847 -0.768 -0.008
-0.465 -0.007 -0.023
0.262 0.246 0.077
0.070 -0.284 -0.129
-0.095 0.029 0.132
-0.034 0.210 -0.261
0.032 0.017 -0.064
0.144 -0.271 -0.045
-0.390 -0.593 -0.136
0.102 0.109 -0.120
0.245 0.179 0.144
-0.077 0.060 -0.165
-0.337 0.532 -0.151
0.167 -0.194 -0.055
-0.047 -0.040 -0.079
0.149 0.237 0.108
0.497 -0.745 -0.127
-1.151 1.115 1.030
1.275 0.573 -1.470
1.270 0.263 0.778
-1.193 0.108 -0.336
0.269 -0.663 0.394
-0.034 0.253 0.031
-0.081 0.157 0.040
-0.058 0.043 -0.009
0.205 -0.551 -0.384
-0.069 -0.207 0.021
-0.390 -0.253 -0.043
-0.094 -0.135 0.178
-0.590 -0.528 0.140
-0.114 0.058 0.233
0.481 -0.061 -0.064
-0.098 0.225 0.012
0.024 0.032 -0.114
-0.042 0.232 -0.273
-0.116 0.230 0.023
-1.530 0.337 -0.608
-0.002 -0.569 0.046
0.382 -0.131 -0.405
-0.478 -0.320 0.300
-0.401 0.354 0.279
0.634 0.432 -0.912
0.118 -0.055 0.364
0.460 -0.030 -0.230
0.705 0.063 0.382
0.151 0.451 0.133
-0.039 -0.092 0.068
-0.017 -0.031 0.135
-0.094 -0.030 -0.062
0.127 0.061 0.071
0.107 -0.005 -0.249
0.333 0.029 -0.113
0.036 -0.120 0.147
-0.242 -0.067 0.109
-0.056 0.049 0.314
-0.205 -0.324 0.229
0.302 -0.312 -1.299
-0.886 0.742 0.337
0.128 -0.898 0.746
1.402 -1.239 -0.130
-0.512 0.348 -0.125
0.123 0.099 0.458
-0.242 -0.025 0.262
0.281 0.356 0.061
0.516 -0.070 0.268
-0.152 -0.337 0.237
0.147 0.085 0.057
-0.272 -0.068 0.088
-0.087 0.425 -0.244
-0.290 0.275 -0.323
-0.666 0.506 0.030
-0.003 -0.125 -0.467
-0.378 0.122 -0.039
-0.064 -0.354 -0.125
0.178 0.336 0.304
0.392 0.120 -0.199
-0.273 0.008 -0.379
0.847 -0.613 1.308
0.146 0.340 -1.712
-0.696 -1.009 -0.914
-0.200 -0.730 -0.429
0.378 1.393 0.051
-0.291 -0.190 0.025
0.235 0.018 0.151
-0.052 0.407 -0.100
-0.382 0.379 -0.357
-0.188 -0.066 -0.028
0.115 0.062 0.445
0.083 -0.049 0.666
-0.075 0.174 0.599
0.178 0.264 0.570
-0.022 0.156 0.493
0.084 0.325 -0.059
-0.067 -0.403 -0.212
0.256 -0.397 0.005
-0.030 -0.062 -0.118

Computed properties:
**HOMO**: -10.68 eV
**SMILES**: CCCCCC.CCCCCC.CCCCCC.CCCCCC.CCCCCC.CCCCCC
**E**: -38694.1115 eV

---

Record 3
DFT (wB97M-V/def2-TZVPD) results for one molecule with the formula C29H22N4O2S at a distorted geometry.

Each line ends with the Löwdin charge.
CARTESIAN COORDINATES (ANGSTROEM)
C  -3.133  2.685  4.995  -0.07
H  -2.229  2.496  5.571  0.10
O  -2.880  2.156  3.715  -0.10
C  -3.881  2.158  2.796  -0.22
C  -5.088  2.831  2.940  -0.01
C  -6.017  2.825  1.913  -0.07
C  -5.756  2.162  0.728  -0.08
C  -4.560  1.484  0.579  -0.02
C  -3.626  1.457  1.604  -0.11
C  -2.381  0.692  1.450  -0.09
C  -1.567  0.855  0.337  0.07
C  -0.379  0.134  0.238  -0.20
N  -0.017  -0.754  1.161  0.14
C  -0.795  -0.953  2.203  -0.50
C  -1.989  -0.247  2.419  -0.16
C  -2.796  -0.530  3.539  -0.22
N  -3.472  -0.793  4.428  0.21
S  -0.272  -2.148  3.384  1.00
C  0.658  -3.314  2.325  -0.35
C  1.723  -2.705  1.507  -0.43
N  2.804  -2.112  1.899  0.10
N  3.520  -1.829  0.799  0.11
C  2.847  -2.268  -0.224  -0.31
C  3.230  -2.200  -1.615  -0.16
C  2.315  -2.514  -2.616  -0.02
C  2.697  -2.441  -3.942  -0.08
C  3.988  -2.063  -4.275  -0.09
C  4.900  -1.750  -3.278  -0.08
C  4.527  -1.813  -1.950  -0.03
H  5.217  -1.575  -1.157  0.12
H  5.906  -1.458  -3.541  0.11
H  4.285  -2.013  -5.312  0.10
H  1.987  -2.681  -4.719  0.11
H  1.311  -2.804  -2.348  0.12
O  1.688  -2.849  0.164  0.12
H  1.085  -4.021  3.036  0.09
H  -0.056  -3.816  1.672  0.09
C  0.559  0.379  -0.865  -0.17
C  1.899  0.630  -0.586  -0.02
C  2.777  0.935  -1.607  -0.04
C  2.350  0.976  -2.928  -0.28
C  1.015  0.700  -3.203  -0.04
C  0.125  0.416  -2.187  -0.03
H  -0.910  0.205  -2.417  0.12
H  0.669  0.716  -4.227  0.11
C  3.294  1.342  -4.030  -0.05
H  3.045  0.811  -4.946  0.08
H  3.231  2.412  -4.232  0.09
H  4.319  1.109  -3.754  0.07
H  3.810  1.144  -1.373  0.12
H  2.240  0.607  0.438  0.12
H  -1.825  1.576  -0.423  0.13
H  -4.353  0.941  -0.332  0.12
H  -6.480  2.166  -0.071  0.10
H  -6.952  3.350  2.045  0.11
H  -5.311  3.363  3.850  0.11
H  -3.976  2.178  5.471  0.10
H  -3.319  3.763  4.955  0.09

Forces on the atoms, in the same order (eV/Å):
-0.059 0.079 0.294
-0.087 0.044 0.006
-0.117 0.043 -0.499
0.015 0.034 -0.191
0.144 0.023 0.270
0.022 -0.049 -0.092
-0.126 0.053 -0.080
0.040 0.021 0.138
-0.077 0.146 0.190
0.282 -0.214 0.058
0.023 -0.122 0.139
-0.460 0.100 0.132
0.098 0.143 -0.145
-0.230 -0.050 0.179
0.691 0.156 -0.919
-0.372 -0.288 0.403
-0.150 -0.061 0.285
0.109 -0.257 0.196
-0.560 0.388 0.071
0.847 0.080 0.140
-1.041 -0.626 1.146
0.500 0.211 -1.509
0.328 0.199 0.851
-0.116 -0.215 -0.527
0.106 0.002 0.243
0.032 -0.005 -0.136
-0.040 -0.021 -0.074
0.051 0.015 0.001
-0.136 -0.087 0.078
0.110 0.030 0.071
0.087 0.025 -0.008
0.025 0.004 -0.088
-0.060 -0.018 -0.065
-0.092 -0.017 0.013
0.095 -0.121 -0.106
-0.047 -0.010 -0.092
0.121 -0.089 0.066
0.213 0.062 -0.272
-0.197 0.095 0.054
-0.086 0.069 -0.062
-0.027 0.000 0.018
0.040 0.055 -0.010
-0.022 -0.001 0.124
-0.110 -0.009 -0.022
-0.023 -0.019 -0.118
-0.020 0.100 0.000
0.044 -0.028 -0.086
0.047 0.061 -0.061
0.088 -0.011 -0.044
0.140 0.011 0.020
0.035 -0.027 0.100
-0.010 0.111 -0.026
0.033 -0.057 -0.073
-0.066 -0.007 -0.062
-0.073 0.045 0.017
0.016 0.048 0.092
0.020 0.014 -0.020
0.001 -0.057 -0.010

Computed properties:
**HOMO**: -8.56 eV
**SMILES**: COc1ccccc1-c1cc(-c2ccc(C)cc2)nc(SCc2nnc(-c3ccccc3)o2)c1C#N
**E**: -51320.5162 eV